[1]
Entry from the Open Molecules 2025 dataset: a cluster of 14 separate species, C47H94Cl6O33 in total (ωB97M-V with the def2-TZVPD basis set).

The geometry in XYZ format:
```
180
Properties=species:S:1:pos:R:3:lowdin_charge:R:1
C -9.518 3.607 2.079 -1.02
Cl -10.612 3.642 0.680 0.54
Cl -8.772 2.054 2.428 0.56
H -8.719 4.296 1.834 -0.01
H -10.093 3.919 2.942 0.02
C -4.208 1.565 -3.788 -0.99
Cl -5.566 0.535 -3.422 0.61
Cl -4.725 3.212 -4.159 0.63
H -3.475 1.530 -2.983 0.03
H -3.663 1.040 -4.572 0.03
C -7.349 7.022 -4.103 -1.01
Cl -8.370 8.196 -4.994 0.55
Cl -6.039 6.385 -5.048 0.59
H -6.987 7.423 -3.163 0.02
H -7.990 6.172 -3.894 0.00
C -12.148 7.444 1.671 -0.05
C -11.214 7.542 2.860 -0.21
O -10.116 8.397 2.626 0.05
C -8.911 7.916 2.355 -0.60
O -8.587 6.767 2.473 0.13
O -8.186 8.910 1.868 0.00
C -6.869 8.626 1.430 -0.03
H -13.050 6.896 1.925 0.09
H -11.620 7.047 0.803 0.04
H -12.367 8.475 1.378 0.09
H -10.920 6.522 3.124 0.11
H -11.747 7.936 3.725 0.13
H -6.866 7.634 0.966 0.09
H -6.256 8.582 2.327 0.10
H -6.470 9.295 0.673 0.07
C -5.064 3.459 -7.648 -0.08
C -4.863 3.067 -9.092 -0.20
O -3.695 2.255 -9.204 0.05
C -3.826 0.934 -9.173 -0.58
O -4.788 0.282 -8.860 0.13
O -2.613 0.436 -9.467 0.00
C -2.426 -0.957 -9.512 -0.06
H -4.166 3.860 -7.176 0.07
H -5.389 2.583 -7.087 0.06
H -5.807 4.254 -7.560 0.07
H -4.781 3.962 -9.709 0.13
H -5.731 2.521 -9.467 0.09
H -2.750 -1.501 -8.623 0.10
H -1.379 -1.105 -9.757 0.09
H -2.998 -1.434 -10.316 0.10
C -5.485 1.930 0.500 -0.05
C -4.619 3.139 0.148 -0.18
O -4.955 4.203 1.046 0.01
C -4.160 5.262 1.113 -0.61
O -3.193 5.450 0.417 0.11
O -4.695 6.118 1.957 0.03
C -3.984 7.262 2.345 -0.07
H -5.419 1.324 -0.408 0.06
H -6.528 2.225 0.614 0.03
H -5.224 1.304 1.348 0.08
H -4.737 3.398 -0.905 0.11
H -3.563 2.930 0.323 0.14
H -4.346 7.631 3.296 0.10
H -3.876 8.084 1.629 0.08
H -2.903 7.083 2.418 0.11
C -4.289 7.477 -1.116 -0.04
C -3.886 6.248 -1.879 -0.24
O -2.633 6.403 -2.518 0.07
C -1.738 5.418 -2.481 -0.59
O -1.971 4.253 -2.257 0.11
O -0.579 5.921 -2.888 0.01
C 0.498 5.034 -3.100 -0.05
H -4.582 8.294 -1.780 0.09
H -3.554 7.858 -0.407 0.08
H -5.206 7.224 -0.575 0.06
H -4.626 6.006 -2.647 0.08
H -3.943 5.342 -1.269 0.08
H 0.363 4.449 -4.012 0.10
H 0.612 4.303 -2.298 0.09
H 1.416 5.609 -3.177 0.09
C -13.781 5.248 -10.766 -0.06
C -12.621 5.076 -9.802 -0.22
O -12.370 3.699 -9.468 0.04
C -12.205 3.383 -8.198 -0.61
O -12.036 4.136 -7.287 0.13
O -12.319 2.038 -8.129 0.01
C -11.970 1.455 -6.862 -0.05
H -13.863 6.271 -11.124 0.08
H -14.651 4.908 -10.203 0.08
H -13.639 4.660 -11.672 0.08
H -12.697 5.725 -8.931 0.12
H -11.681 5.366 -10.281 0.11
H -12.090 2.205 -6.080 0.08
H -10.939 1.104 -6.866 0.04
H -12.642 0.622 -6.679 0.08
C -10.415 -4.871 -5.820 -0.06
C -9.453 -3.727 -6.086 -0.21
O -10.250 -2.613 -6.506 0.06
C -9.739 -1.408 -6.673 -0.56
O -10.415 -0.450 -6.895 0.11
O -8.416 -1.407 -6.461 -0.01
C -7.609 -0.380 -6.998 -0.01
H -11.113 -4.679 -5.008 0.08
H -9.884 -5.747 -5.432 0.08
H -10.888 -5.204 -6.743 0.08
H -8.630 -3.917 -6.770 0.13
H -9.012 -3.500 -5.111 0.12
H -7.674 0.529 -6.398 0.07
H -7.921 -0.127 -8.013 0.06
H -6.592 -0.764 -7.001 0.10
C -11.745 1.330 -3.445 -0.05
C -11.825 -0.178 -3.607 -0.18
O -12.546 -0.492 -4.781 0.00
C -13.783 -0.961 -4.745 -0.59
O -14.421 -1.093 -3.730 0.13
O -14.145 -1.295 -5.982 0.01
C -15.246 -2.179 -6.080 -0.04
H -11.114 1.588 -2.594 0.07
H -12.726 1.804 -3.363 0.09
H -11.345 1.832 -4.332 0.04
H -12.249 -0.598 -2.696 0.13
H -10.809 -0.553 -3.738 0.12
H -15.774 -2.056 -7.026 0.09
H -16.017 -2.040 -5.325 0.09
H -14.848 -3.195 -6.075 0.10
C -8.465 2.934 -5.886 -0.03
C -8.401 2.650 -4.388 -0.19
O -7.721 3.709 -3.698 -0.02
C -7.788 3.686 -2.393 -0.62
O -8.078 2.752 -1.687 0.11
O -7.267 4.836 -1.943 -0.01
C -7.146 5.083 -0.581 -0.04
H -7.504 2.678 -6.322 0.06
H -8.717 3.978 -6.062 0.08
H -9.271 2.325 -6.295 0.07
H -7.861 1.727 -4.165 0.07
H -9.398 2.488 -3.972 0.10
H -6.182 5.528 -0.312 0.07
H -6.991 4.155 -0.017 0.08
H -7.951 5.654 -0.122 0.08
C -7.797 11.866 -1.497 -0.05
C -7.724 10.753 -0.471 -0.25
O -7.884 9.478 -1.049 0.03
C -8.963 8.772 -0.721 -0.58
O -9.864 9.065 0.011 0.15
O -8.888 7.643 -1.437 -0.02
C -10.008 6.775 -1.372 -0.04
H -7.612 12.821 -1.004 0.08
H -8.797 12.002 -1.914 0.08
H -7.063 11.665 -2.278 0.08
H -8.493 10.998 0.265 0.13
H -6.786 10.914 0.066 0.12
H -9.828 5.858 -1.925 0.09
H -10.890 7.259 -1.798 0.11
H -10.263 6.560 -0.334 0.05
C -6.503 -4.067 1.346 -0.06
C -6.501 -2.539 1.339 -0.19
O -7.312 -1.945 0.342 0.00
C -8.595 -2.249 0.124 -0.61
O -9.233 -3.112 0.637 0.15
O -9.145 -1.343 -0.684 0.01
C -8.332 -0.382 -1.377 -0.04
H -6.388 -4.427 2.369 0.08
H -5.664 -4.447 0.759 0.07
H -7.414 -4.496 0.940 0.07
H -5.472 -2.200 1.251 0.12
H -6.914 -2.210 2.297 0.13
H -7.373 -0.800 -1.680 0.06
H -8.046 0.348 -0.622 0.08
H -8.885 0.089 -2.179 0.08
C -9.039 1.258 -9.930 -0.02
C -8.308 2.562 -10.175 -0.17
O -8.401 3.332 -8.952 0.02
C -8.853 4.579 -9.017 -0.60
O -8.981 5.272 -9.989 0.13
O -9.007 5.020 -7.772 -0.04
C -9.515 6.335 -7.635 -0.06
H -10.024 1.499 -9.524 0.08
H -8.533 0.585 -9.243 0.04
H -9.280 0.821 -10.901 0.09
H -8.878 3.177 -10.875 0.12
H -7.279 2.460 -10.516 0.11
H -10.106 6.696 -8.475 0.09
H -8.724 7.045 -7.409 0.05
H -10.222 6.352 -6.806 0.09
```

The HOMO-LUMO gap comes out at 0.3788 Eh. The LUMO energy comes out at 0.012 Eh. Its spin multiplicity is 1.



[2]
Entry from the Open Molecules 2025 dataset: a cluster of 9 separate species, C47H97N10O14P2S2 in total (ωB97M-V with the def2-TZVPD basis set).

The geometry in XYZ format:
```
172
Properties=species:S:1:pos:R:3:lowdin_charge:R:1
C 7.530 -0.218 -0.711 -0.10
C 6.177 -0.058 0.098 -0.19
C 4.903 -0.527 -0.695 -0.18
O 4.090 0.592 -1.150 -0.15
C 3.073 0.060 -1.959 -0.36
C 3.373 -0.283 -3.468 -0.21
P 4.574 0.852 -4.360 0.76
O 5.897 0.139 -4.467 -0.43
C 1.886 -0.408 -3.947 -0.11
C 1.517 -1.072 -5.298 -0.08
C 2.708 -1.805 -6.036 -0.25
N 3.575 -0.935 -6.850 0.00
N 1.026 0.104 -3.088 0.03
C -0.401 -0.044 -3.499 -0.09
C -1.428 0.443 -2.413 -0.22
C -2.816 0.892 -2.995 -0.17
C -3.936 1.046 -1.888 -0.20
S -3.340 1.310 -0.175 0.66
O -4.520 1.720 0.586 -0.31
O -2.841 0.086 0.467 -0.32
O -2.248 2.528 -0.015 -0.15
C 1.620 0.727 -1.883 -0.38
C 1.557 2.298 -1.688 -0.12
C 1.013 3.107 -2.919 -0.34
C 1.959 3.006 -4.201 -0.04
O 0.675 4.470 -2.702 -0.12
C 1.256 5.077 -1.550 -0.17
C 2.813 5.284 -1.619 -0.18
C 3.500 5.284 -0.315 -0.04
C 4.938 5.514 -0.246 -0.06
C 5.662 5.694 -1.496 -0.06
C 5.014 5.694 -2.816 -0.05
C 3.570 5.505 -2.836 -0.05
P 1.059 0.093 -0.155 0.47
S 1.985 0.954 1.321 0.24
H 7.769 0.739 -1.236 0.07
H 7.544 -1.103 -1.391 0.08
H 8.351 -0.388 0.042 0.07
H 6.287 -0.713 1.010 0.11
H 6.008 0.980 0.485 0.12
H 5.250 -1.120 -1.592 0.13
H 4.328 -1.220 -0.018 0.13
H 2.836 -0.971 -1.542 0.13
H 3.826 -1.303 -3.538 0.13
H 4.795 1.967 -3.482 0.05
H 4.074 1.337 -5.599 0.02
H 0.674 -1.813 -5.226 0.13
H 1.154 -0.257 -5.990 0.14
H 2.226 -2.531 -6.755 0.11
H 3.308 -2.408 -5.310 0.12
H 3.209 0.008 -6.955 0.05
H 4.539 -0.927 -6.504 0.06
H -0.628 -1.132 -3.684 0.15
H -0.595 0.535 -4.449 0.15
H -1.535 -0.392 -1.668 0.08
H -0.984 1.319 -1.877 0.07
H -2.724 1.891 -3.506 0.13
H -3.170 0.099 -3.711 0.13
H -4.623 0.158 -1.844 0.11
H -4.586 1.927 -2.131 0.12
H -2.015 2.939 -0.871 0.09
H 0.854 2.498 -0.828 0.08
H 2.605 2.625 -1.431 0.13
H 0.061 2.586 -3.250 0.12
H 1.717 2.105 -4.834 0.06
H 1.721 3.893 -4.855 0.10
H 3.028 3.063 -3.887 0.04
H 0.934 4.631 -0.564 0.12
H 0.839 6.127 -1.512 0.14
H 2.931 5.148 0.640 0.11
H 5.422 5.542 0.757 0.10
H 6.767 5.846 -1.447 0.06
H 5.648 5.836 -3.720 0.11
H 3.029 5.502 -3.815 0.10
H 1.238 -1.316 -0.018 -0.01
H -0.341 0.337 0.045 -0.02
C -3.987 -3.871 -2.744 -0.34
O -3.459 -3.202 -3.620 -0.01
N -3.932 -3.595 -1.422 -0.18
C -4.580 -4.428 -0.426 -0.04
C -3.197 -2.424 -0.997 -0.05
H -4.567 -4.778 -2.975 0.14
H -5.309 -3.829 0.123 0.09
H -3.827 -4.810 0.267 0.09
H -5.091 -5.267 -0.896 0.09
H -3.632 -1.541 -1.463 0.06
H -2.157 -2.517 -1.325 0.09
H -3.231 -2.319 0.085 0.09
C 9.055 5.671 -0.322 -0.34
O 8.685 5.471 -1.467 -0.01
N 9.881 4.866 0.380 -0.20
C 10.277 5.168 1.742 -0.05
C 10.387 3.659 -0.250 -0.03
H 8.728 6.558 0.246 0.14
H 11.364 5.265 1.786 0.09
H 9.958 4.355 2.398 0.09
H 9.823 6.099 2.080 0.08
H 10.945 3.928 -1.148 0.10
H 9.547 3.024 -0.540 0.08
H 11.036 3.117 0.435 0.09
C 0.945 -3.183 1.926 -0.37
O 1.860 -3.468 1.164 -0.03
N 0.277 -4.053 2.704 -0.19
C -0.801 -3.632 3.584 -0.04
C 0.644 -5.457 2.664 -0.03
H 0.588 -2.144 2.034 0.11
H -0.544 -3.884 4.615 0.07
H -1.717 -4.155 3.301 0.09
H -0.966 -2.557 3.511 0.09
H 1.691 -5.565 2.951 0.09
H 0.522 -5.833 1.646 0.09
H 0.018 -6.032 3.344 0.09
C -8.913 -1.683 0.037 -0.35
O -8.582 -2.120 -1.052 0.00
N -8.232 -0.746 0.738 -0.19
C -8.683 -0.270 2.033 -0.05
C -7.014 -0.204 0.172 -0.05
H -9.823 -2.031 0.550 0.13
H -8.855 0.806 1.978 0.06
H -7.911 -0.478 2.778 0.09
H -9.607 -0.762 2.330 0.09
H -7.242 0.262 -0.790 0.09
H -6.302 -1.018 0.007 0.08
H -6.576 0.534 0.841 0.07
C -0.203 -3.650 8.029 -0.33
O -0.710 -4.081 7.003 -0.02
N 1.125 -3.498 8.237 -0.19
C 1.651 -2.979 9.484 -0.05
C 2.049 -3.866 7.181 -0.05
H -0.814 -3.342 8.890 0.10
H 2.221 -2.069 9.282 0.09
H 2.307 -3.726 9.936 0.09
H 0.843 -2.747 10.178 0.09
H 1.832 -3.275 6.288 0.09
H 1.918 -4.923 6.938 0.09
H 3.077 -3.688 7.496 0.09
C -2.747 -1.419 8.923 -0.34
O -2.054 -1.876 9.815 -0.01
N -3.162 -0.134 8.842 -0.20
C -3.987 0.340 7.748 -0.06
C -2.768 0.798 9.883 -0.04
H -3.100 -2.042 8.086 0.14
H -3.461 1.140 7.222 0.09
H -4.927 0.725 8.149 0.09
H -4.202 -0.467 7.047 0.08
H -1.678 0.852 9.925 0.09
H -3.135 0.440 10.846 0.09
H -3.175 1.787 9.680 0.09
C 2.596 -6.723 -6.754 -0.36
O 3.670 -7.040 -7.221 0.02
N 1.588 -6.128 -7.443 -0.21
C 0.331 -5.778 -6.815 -0.07
C 1.780 -5.835 -8.852 -0.04
H 2.349 -6.902 -5.694 0.13
H -0.480 -6.302 -7.325 0.09
H 0.179 -4.698 -6.903 0.07
H 0.330 -6.055 -5.762 0.08
H 1.983 -6.763 -9.390 0.10
H 2.638 -5.170 -8.969 0.09
H 0.890 -5.361 -9.266 0.09
C -11.369 2.845 3.496 -0.34
O -10.998 1.696 3.349 0.01
N -10.854 3.920 2.854 -0.20
C -11.351 5.263 3.081 -0.06
C -9.770 3.721 1.910 -0.05
H -12.186 3.105 4.189 0.13
H -11.722 5.673 2.139 0.09
H -10.537 5.890 3.454 0.09
H -12.159 5.259 3.811 0.08
H -10.102 3.047 1.117 0.09
H -8.923 3.263 2.425 0.09
H -9.464 4.672 1.477 0.09
```

The HOMO-LUMO gap comes out at 0.2404 Eh. The net charge is +1. The LUMO energy comes out at -0.143 Eh. Its spin multiplicity is 1. The relative energy (zero: lowest compared OMol25 entry of this formula, charge and spin) comes out at 85.50 kcal/mol.



Respective maximum force values: 2.7, 5.6 eV/Å.